*1*
C4H4INO | wB97M-V/def2-TZVPD

The LUMO energy is -0.769 eV. As for the highest occupied orbital energy: -9.51 eV. The frontier orbital gap comes out at 8.74 eV.

Positions of all 11 atoms, in Å:
C: 0.85463 -2.36583 -0.69230
C: 0.66134 -1.34743 -0.07828
C: 0.49540 -0.06226 0.62693
N: -0.75509 0.68867 0.43964
I: -2.68821 -0.04728 0.48062
C: -0.58578 1.82013 -0.36200
O: 0.46795 2.31060 -0.57040
H: 1.16916 -3.25509 -1.03562
H: 1.32676 0.56485 0.32653
H: 0.64042 -0.48444 1.63518
H: -1.58660 2.17809 -0.77030

*2*
C4H4INO | wB97M-V/def2-TZVPD

The LUMO energy is 0.111 eV. As for the highest occupied orbital energy: -8.90 eV. The frontier orbital gap comes out at 9.01 eV.

Positions of all 11 atoms, in Å:
C: -0.01574 -2.00472 0.92998
C: -0.36948 -1.14172 0.19439
C: -0.23426 -0.06637 -0.78524
N: 0.90406 0.83930 -0.69830
I: 2.70751 0.05511 -0.66740
C: 0.65663 1.97423 0.51476
O: -0.43010 2.07006 0.95910
H: 0.32734 -2.79567 1.55098
H: -1.19599 0.45776 -0.76413
H: -0.08039 -0.49879 -1.72736
H: 1.56163 2.46681 0.33368

Most stable = *1*

*1*
ArH26O13 | wB97M-V/def2-TZVPD

The LUMO energy is 0.070 eV. As for the highest occupied orbital energy: -10.97 eV. The frontier orbital gap comes out at 11.04 eV.

Positions of all 40 atoms, in Å:
Ar: 0.18968 0.53705 -0.66182
O: 0.38209 -3.32376 0.17416
H: 1.02092 -4.03372 0.11042
H: 0.90621 -2.54563 0.36403
O: 2.02068 3.64888 0.94344
H: 2.66541 3.94146 1.58761
H: 1.29824 3.30251 1.46721
O: -3.57395 0.20759 -1.80710
H: -3.15685 0.57206 -2.58775
H: -2.93020 -0.40778 -1.45618
O: -1.78452 -1.88623 -0.88148
H: -2.45348 -2.49119 -0.56094
H: -0.95475 -2.28610 -0.62109
O: -2.11071 2.71547 0.40799
H: -2.83320 2.97438 0.98001
H: -1.37830 2.55648 1.00341
O: 3.72874 1.53280 -0.00280
H: 3.91639 1.97764 -0.82932
H: 3.17579 2.14698 0.48015
O: -0.19842 2.30847 2.38559
H: -0.68179 2.66953 3.12870
H: 0.21877 1.51935 2.73124
O: -0.68184 -1.27803 -4.19903
H: 0.17086 -1.26029 -3.76450
H: -1.11303 -0.47225 -3.91444
O: -3.07056 0.43226 1.79930
H: -3.75428 0.01738 1.27333
H: -2.59696 0.98900 1.18126
O: 2.77982 -1.48270 -0.35340
H: 2.44038 -1.33739 -1.23651
H: 3.08304 -0.62081 -0.06801
O: 1.97757 -1.07897 -3.10987
H: 2.30002 -0.53590 -3.82913
H: 2.32229 -1.95245 -3.29546
O: -1.28099 -1.65762 1.97864
H: -1.98354 -1.00811 1.95045
H: -1.29844 -2.06771 1.11392
O: 1.03166 -0.41639 2.85508
H: 0.37804 -0.96061 2.41594
H: 1.82920 -0.94563 2.84696

*2*
ArH26O13 | wB97M-V/def2-TZVPD

The LUMO energy is -0.601 eV. As for the highest occupied orbital energy: -10.22 eV. The frontier orbital gap comes out at 9.62 eV.

Positions of all 40 atoms, in Å:
Ar: -0.33950 -0.49505 0.30531
O: -3.94895 -2.05718 -1.56129
H: -3.52783 -1.20062 -1.63331
H: -4.75800 -1.88704 -1.07887
O: 3.04458 1.58917 0.31397
H: 2.77170 1.19486 -0.51446
H: 3.87697 1.16365 0.51962
O: -1.92209 2.49545 -1.30974
H: -0.97949 2.66165 -1.32129
H: -2.31011 3.28817 -1.68023
O: 1.85757 1.21923 2.82201
H: 2.23795 1.28857 1.94638
H: 1.80381 0.27779 2.98643
O: -2.14326 -0.07292 -2.32755
H: -1.30611 -0.47225 -2.56406
H: -1.91984 0.82451 -2.08070
O: 0.35970 -1.17421 -2.97927
H: 0.71289 -1.96261 -2.56705
H: 0.76591 -1.15391 -3.84575
O: -1.02536 1.59841 3.62317
H: -1.32117 2.43754 3.27018
H: -0.10595 1.53952 3.36346
O: 0.37751 -3.57271 2.18330
H: -0.36750 -3.09216 2.54420
H: 0.29503 -3.46684 1.23555
O: 0.27260 -3.58354 -0.56647
H: 0.91388 -4.20479 -0.91147
H: -0.55602 -3.84675 -0.96690
O: 0.93180 3.08940 -1.32639
H: 1.26155 3.31001 -2.19749
H: 1.68422 2.70734 -0.87461
O: 1.95218 -1.57129 3.63579
H: 2.32617 -1.91312 4.44790
H: 1.37705 -2.26992 3.32374
O: -3.52240 2.24603 0.99273
H: -2.92334 2.13345 0.25469
H: -3.11249 2.92094 1.53376
O: 2.46338 0.31454 -2.09882
H: 1.65276 -0.13465 -2.33831
H: 3.15022 -0.16868 -2.55816

Most stable = *1*

*1*
C22H26N2O5S | wB97M-V/def2-TZVPD

The LUMO energy is 0.362 eV. As for the highest occupied orbital energy: -8.00 eV. The frontier orbital gap comes out at 8.36 eV.

Positions of all 56 atoms, in Å:
C: -3.65085 -2.01512 1.68612
C: -3.03835 -2.72433 0.47711
C: -1.61105 -2.31893 0.26758
C: -0.59862 -2.92619 1.00854
C: 0.73095 -2.62651 0.79846
C: 1.09810 -1.70608 -0.18381
C: 2.49476 -1.43598 -0.45319
C: 3.11542 -0.64786 -1.39088
C: 4.49560 -0.82555 -1.13103
C: 5.64326 -0.20344 -1.83662
N: 4.66183 -1.65315 -0.13069
O: 3.43876 -2.03946 0.29275
C: 0.09166 -1.06401 -0.90169
C: -1.23322 -1.35655 -0.65894
S: -2.41901 -0.52452 -1.71348
O: -1.73759 0.53372 -2.41019
O: -3.10459 -1.51862 -2.49426
N: -3.56380 0.14123 -0.68650
C: -3.64159 1.58178 -0.54862
C: -3.12650 2.04024 0.82298
C: -1.68600 1.66510 1.03227
C: -1.28629 0.85208 2.07833
C: 0.05267 0.55739 2.25221
C: 1.02214 1.02388 1.37475
O: 2.30259 0.62689 1.64577
C: 3.37480 1.49028 1.33314
C: 0.61558 1.79701 0.27108
O: 1.55943 2.16300 -0.65194
C: 1.11728 2.75687 -1.85236
C: -0.72335 2.13474 0.14892
H: -3.07495 -2.23237 2.58296
H: -4.67326 -2.35201 1.84064
H: -3.65264 -0.94199 1.52290
H: -3.07265 -3.80338 0.64633
H: -3.61031 -2.50192 -0.42234
H: -0.86670 -3.66567 1.74914
H: 1.50249 -3.11395 1.37392
H: 2.66881 -0.03563 -2.14438
H: 5.59183 0.88112 -1.75305
H: 6.57287 -0.55419 -1.39880
H: 5.61994 -0.46477 -2.89332
H: 0.32022 -0.34213 -1.66695
H: -4.44709 -0.32080 -0.82259
H: -3.03079 2.02167 -1.34100
H: -4.67377 1.91440 -0.68266
H: -3.74132 1.59627 1.60746
H: -3.23754 3.12638 0.87708
H: -2.01098 0.46732 2.77920
H: 0.38259 -0.05658 3.07515
H: 3.54122 1.56609 0.25742
H: 3.20542 2.49112 1.74092
H: 4.24926 1.04514 1.80697
H: 0.74665 3.77330 -1.68476
H: 1.99655 2.80402 -2.49441
H: 0.33787 2.15794 -2.33429
H: -1.03773 2.76270 -0.66741

*2*
C22H26N2O5S | wB97M-V/def2-TZVPD

The LUMO energy is 0.531 eV. As for the highest occupied orbital energy: -8.59 eV. The frontier orbital gap comes out at 9.12 eV.

Positions of all 56 atoms, in Å:
O: 1.06570 5.58536 -0.28095
C: 0.41565 4.56740 -0.19223
N: -0.92172 4.55767 -0.51217
C: -1.80429 3.49234 -0.31642
C: -1.79670 2.79936 0.89673
C: -2.54347 1.64848 1.03607
C: -3.31040 1.20065 -0.02342
S: -4.02217 -0.43224 0.10432
O: -4.78119 -0.70401 -1.08392
O: -4.66353 -0.57531 1.38049
N: -2.58511 -1.30772 0.09606
C: -2.25826 -2.05678 1.30321
C: -1.93806 -3.49242 0.85549
C: -2.54081 -3.57470 -0.54700
C: -2.33832 -2.15002 -1.06026
C: -3.40245 1.92669 -1.19385
C: -2.66133 3.08635 -1.33811
C: 0.97407 3.24999 0.21768
C: 0.69761 2.09761 -0.51078
C: 1.16242 0.86507 -0.09693
C: 1.92597 0.76731 1.06229
O: 2.39120 -0.39229 1.60068
C: 1.95108 -1.63945 1.10970
C: 2.78832 -2.21205 -0.05408
C: 4.29916 -2.01585 0.15299
C: 4.79423 -1.63862 -1.24175
C: 3.57517 -0.91201 -1.80259
O: 2.45489 -1.61889 -1.30130
C: 2.26652 1.93158 1.75604
C: 1.80110 3.15784 1.33412
H: -1.25812 5.37675 -1.00209
H: -1.18194 3.15578 1.70802
H: -2.53842 1.08181 1.95289
H: -1.40485 -1.58477 1.80136
H: -3.11687 -2.01641 1.97616
H: -2.35574 -4.23098 1.53606
H: -0.85772 -3.63774 0.80412
H: -3.60836 -3.78935 -0.49003
H: -2.05711 -4.32076 -1.17354
H: -1.30642 -1.99676 -1.39621
H: -3.02725 -1.87082 -1.85473
H: -4.03510 1.55882 -1.98589
H: -2.70541 3.65263 -2.25670
H: 0.11993 2.15556 -1.42098
H: 0.93992 -0.00677 -0.69036
H: 2.05104 -2.32041 1.96102
H: 0.89894 -1.59558 0.80918
H: 2.52630 -3.27687 -0.13293
H: 4.77402 -2.91129 0.54623
H: 4.46263 -1.19294 0.84995
H: 5.68134 -1.01084 -1.22434
H: 4.99856 -2.53397 -1.82999
H: 3.51257 -0.92752 -2.89154
H: 3.54965 0.13161 -1.45582
H: 2.88864 1.84391 2.63281
H: 2.05451 4.05557 1.87724

Most stable = *2*